Model a:
C45H75N3O10 | the ωB97M-V functional and the def2-TZVPD basis

Summary:
Net charge = 0
Multiplicity = 1
HOMO level = -9.4698 eV
Orbital gap = 9.7 eV

Geometry (Å):
N1 -2.241 4.882 -5.987
C1 -2.361 3.550 -6.273
C2 -3.515 2.931 -6.747
C3 -4.636 3.719 -7.010
C4 -4.539 5.102 -6.779
C5 -3.333 5.626 -6.272
H1 -1.427 3.015 -6.186
H2 -3.564 1.870 -6.941
H3 -5.521 3.321 -7.484
H4 -5.430 5.690 -6.944
H5 -3.177 6.683 -6.110
N2 9.809 1.461 5.541
C6 8.780 1.770 4.743
C7 8.800 1.675 3.366
C8 9.947 1.180 2.722
C9 11.042 0.854 3.583
C10 10.909 0.994 4.939
H6 7.896 2.134 5.245
H7 7.920 1.968 2.812
H8 10.039 1.145 1.647
H9 11.936 0.423 3.156
H10 11.755 0.733 5.557
N3 3.739 -0.171 9.845
C11 3.991 -1.016 8.807
C12 3.065 -1.295 7.842
C13 1.821 -0.586 7.863
C14 1.628 0.381 8.832
C15 2.652 0.586 9.792
H11 4.918 -1.560 8.904
H12 3.236 -2.009 7.050
H13 1.199 -0.730 6.992
H14 0.700 0.930 8.889
H15 2.423 1.212 10.642
C16 0.299 -0.664 -0.456
C17 1.574 -0.033 0.138
O1 1.627 0.876 0.914
C18 2.764 -0.802 -0.214
H16 -0.536 -0.021 -0.175
H17 0.029 -1.584 0.063
H18 0.352 -0.763 -1.540
H19 3.279 -1.169 0.674
H20 3.516 -0.266 -0.793
H21 2.588 -1.756 -0.712
C19 7.572 -6.799 2.652
C20 7.332 -7.058 1.160
O2 7.373 -6.155 0.328
C21 6.890 -8.420 0.745
H22 7.614 -5.739 2.903
H23 8.572 -7.184 2.849
H24 6.833 -7.330 3.252
H25 6.183 -8.665 1.538
H26 7.763 -9.071 0.707
H27 6.448 -8.381 -0.250
C22 -3.759 6.824 0.530
C23 -3.946 8.165 1.168
O3 -4.326 8.243 2.338
C24 -3.549 9.431 0.387
H28 -3.394 6.951 -0.489
H29 -4.726 6.322 0.517
H30 -3.059 6.182 1.063
H31 -3.482 9.322 -0.696
H32 -2.531 9.759 0.597
H33 -4.322 10.173 0.585
C25 -5.854 2.668 6.205
C26 -7.356 2.888 6.110
O4 -7.977 2.548 5.141
C27 -8.049 3.650 7.191
H34 -5.368 3.575 6.565
H35 -5.314 2.355 5.311
H36 -5.569 1.884 6.907
H37 -9.057 3.296 7.408
H38 -8.028 4.690 6.865
H39 -7.558 3.578 8.162
C28 -6.812 -4.091 3.945
C29 -7.714 -5.017 4.793
O5 -8.489 -5.791 4.252
C30 -7.757 -4.723 6.265
H40 -7.236 -3.942 2.952
H41 -5.828 -4.493 3.704
H42 -6.776 -3.096 4.389
H43 -8.400 -3.866 6.463
H44 -6.763 -4.601 6.694
H45 -8.147 -5.554 6.852
C31 3.561 6.915 -1.716
C32 4.182 6.629 -3.080
O6 4.788 5.603 -3.233
C33 4.051 7.619 -4.190
H46 3.924 6.282 -0.906
H47 2.492 6.724 -1.812
H48 3.674 7.965 -1.444
H49 4.540 8.545 -3.886
H50 2.994 7.837 -4.338
H51 4.524 7.430 -5.154
C34 0.093 -4.671 -6.974
C35 1.481 -5.231 -7.139
O7 2.170 -4.727 -8.049
C36 2.005 -6.292 -6.204
H52 -0.067 -4.232 -5.990
H53 -0.642 -5.467 -7.084
H54 -0.078 -3.845 -7.665
H55 2.283 -7.188 -6.759
H56 1.186 -6.548 -5.532
H57 2.872 -5.890 -5.679
C37 8.291 -0.719 -6.307
C38 9.042 0.590 -6.443
O8 9.977 0.855 -5.719
C39 8.737 1.377 -7.682
H58 7.251 -0.560 -6.024
H59 8.776 -1.293 -5.518
H60 8.357 -1.265 -7.248
H61 9.240 2.340 -7.597
H62 7.675 1.608 -7.762
H63 9.126 0.887 -8.575
C40 -9.709 1.752 -1.467
C41 -10.465 2.958 -1.834
O9 -9.891 4.010 -2.104
C42 -11.968 2.834 -1.557
H64 -8.635 1.936 -1.454
H65 -9.934 0.822 -1.989
H66 -10.056 1.656 -0.438
H67 -12.566 2.160 -2.170
H68 -12.348 3.846 -1.699
H69 -12.106 2.581 -0.506
C43 -2.765 -8.628 -1.071
C44 -3.562 -8.330 -2.275
O10 -3.805 -7.169 -2.533
C45 -4.054 -9.413 -3.119
H70 -1.846 -8.069 -1.249
H71 -2.663 -9.687 -0.831
H72 -3.147 -8.196 -0.146
H73 -4.710 -9.014 -3.893
H74 -4.472 -10.178 -2.464
H75 -3.189 -9.964 -3.488



Model b:
C45H75N3O10 | the ωB97M-V functional and the def2-TZVPD basis

Summary:
Net charge = 0
Multiplicity = 1
HOMO level = -9.5023 eV
Orbital gap = 9.7 eV

Geometry (Å):
N1 -4.140 1.334 -9.440
C1 -4.301 1.350 -8.081
C2 -3.439 1.995 -7.239
C3 -2.297 2.678 -7.732
C4 -2.137 2.713 -9.133
C5 -3.045 2.022 -9.925
H1 -5.217 0.940 -7.681
H2 -3.595 1.906 -6.174
H3 -1.604 3.092 -7.014
H4 -1.338 3.270 -9.599
H5 -2.939 2.074 -10.998
N2 -4.080 -6.444 -6.864
C6 -4.052 -7.125 -5.701
C7 -3.453 -6.655 -4.541
C8 -2.680 -5.483 -4.632
C9 -2.644 -4.783 -5.863
C10 -3.369 -5.287 -6.958
H6 -4.653 -8.021 -5.659
H7 -3.480 -7.240 -3.634
H8 -2.198 -5.161 -3.721
H9 -2.178 -3.818 -5.997
H10 -3.356 -4.787 -7.915
N3 1.249 0.505 9.102
C11 2.283 0.391 9.981
C12 2.009 0.169 11.323
C13 0.695 0.054 11.807
C14 -0.342 0.124 10.838
C15 -0.048 0.417 9.516
H11 3.295 0.584 9.658
H12 2.874 0.227 11.967
H13 0.314 -0.140 12.799
H14 -1.355 -0.034 11.175
H15 -0.848 0.382 8.790
C16 3.242 -7.247 3.554
C17 2.205 -6.209 3.089
O1 2.157 -5.923 1.929
C18 1.170 -5.707 4.064
H16 2.908 -8.051 4.211
H17 4.078 -6.727 4.020
H18 3.744 -7.759 2.732
H19 0.714 -6.595 4.501
H20 0.401 -5.172 3.507
H21 1.693 -5.048 4.756
C19 -1.968 0.438 0.926
C20 -0.645 1.079 0.429
O2 -0.591 2.147 -0.088
C21 0.599 0.312 0.561
H22 -2.167 -0.420 0.285
H23 -2.747 1.177 0.737
H24 -1.954 0.132 1.972
H25 0.575 -0.142 1.551
H26 1.527 0.846 0.352
H27 0.572 -0.481 -0.187
C22 9.566 1.221 -4.026
C23 8.105 0.892 -3.964
O3 7.548 0.817 -2.874
C24 7.355 0.825 -5.273
H28 10.038 0.725 -4.874
H29 9.969 0.853 -3.082
H30 9.585 2.310 -4.011
H31 6.311 0.532 -5.154
H32 7.873 0.166 -5.970
H33 7.337 1.835 -5.681
C25 0.800 6.842 5.156
C26 2.072 6.792 4.358
O4 2.449 7.781 3.756
C27 2.907 5.526 4.289
H34 0.136 7.628 4.794
H35 1.006 7.098 6.195
H36 0.324 5.863 5.100
H37 3.408 5.381 5.247
H38 3.698 5.429 3.546
H39 2.251 4.662 4.186
C28 -6.343 7.907 1.184
C29 -7.284 6.818 0.710
O5 -6.998 6.172 -0.280
C30 -8.478 6.598 1.574
H40 -6.813 8.890 1.216
H41 -5.434 7.836 0.587
H42 -6.060 7.735 2.222
H43 -8.183 6.528 2.621
H44 -8.865 5.631 1.253
H45 -9.266 7.347 1.492
C31 -8.607 -0.910 4.814
C32 -8.066 -2.289 5.114
O6 -6.938 -2.650 4.805
C33 -8.992 -3.190 5.921
H46 -9.549 -0.678 5.309
H47 -8.809 -0.802 3.748
H48 -7.880 -0.155 5.113
H49 -9.396 -2.625 6.762
H50 -8.457 -4.031 6.360
H51 -9.749 -3.612 5.261
C34 5.749 8.067 -5.621
C35 5.818 7.464 -4.259
O7 6.876 7.220 -3.694
C36 4.492 6.989 -3.718
H52 5.576 7.265 -6.339
H53 6.668 8.613 -5.832
H54 4.819 8.636 -5.615
H55 4.617 6.377 -2.825
H56 3.893 6.328 -4.344
H57 3.941 7.862 -3.368
C37 7.135 -5.928 -3.015
C38 6.324 -6.068 -4.308
O8 6.907 -6.319 -5.365
C39 4.789 -5.894 -4.183
H58 8.197 -5.783 -3.215
H59 6.945 -6.826 -2.427
H60 6.943 -5.041 -2.412
H61 4.271 -5.937 -5.141
H62 4.543 -4.864 -3.928
H63 4.292 -6.603 -3.521
C40 -11.460 -1.355 -2.238
C41 -10.337 -2.371 -2.290
O9 -10.525 -3.462 -1.777
C42 -8.919 -1.999 -2.672
H64 -11.496 -1.028 -1.199
H65 -12.394 -1.847 -2.512
H66 -11.148 -0.572 -2.929
H67 -8.254 -2.331 -1.875
H68 -8.849 -0.919 -2.797
H69 -8.652 -2.524 -3.589
C43 8.016 -1.660 3.704
C44 9.183 -2.630 3.959
O10 9.268 -3.262 5.012
C45 10.205 -2.701 2.827
H70 7.783 -1.628 2.640
H71 8.287 -0.663 4.050
H72 7.130 -2.027 4.222
H73 10.050 -1.919 2.084
H74 10.105 -3.698 2.398
H75 11.199 -2.561 3.251



Energetically preferred structure: model b | next structure: +0.092 eV



Model a:
C26H38ClKNO2P | the ωB97M-V functional and the def2-TZVPD basis

Summary:
Net charge = 0
Multiplicity = 1
HOMO level = -8.2410 eV
Orbital gap = 8.3 eV

Geometry (Å):
K1 -0.170 -0.254 0.105
Cl1 2.139 -3.777 -5.802
C1 1.245 -3.657 -4.305
C2 1.261 -2.466 -3.601
C3 0.544 -2.385 -2.411
C4 -0.183 -3.469 -1.919
C5 -0.179 -4.650 -2.654
C6 0.531 -4.755 -3.845
C7 -0.974 -3.401 -0.610
O1 -1.634 -4.389 -0.299
O2 -0.850 -2.287 0.024
H1 1.822 -1.619 -3.983
H2 0.555 -1.453 -1.865
H3 -0.750 -5.485 -2.265
H4 0.535 -5.677 -4.416
N1 -3.728 1.398 0.442
C8 -2.581 1.239 0.309
H5 -4.715 1.491 0.556
C9 -1.000 6.808 -0.004
C10 -0.516 6.310 1.371
C11 -0.134 4.816 1.355
C12 0.446 4.421 -0.013
C13 -0.661 4.565 -1.100
C14 -1.679 5.676 -0.767
P1 1.078 2.697 0.006
C15 2.138 2.564 -1.516
C16 3.085 3.756 -1.835
C17 2.639 4.522 -3.082
C18 2.638 3.617 -4.328
C19 2.193 2.172 -4.002
C20 1.311 2.148 -2.755
C21 2.382 2.637 1.340
C22 1.814 2.177 2.699
C23 2.940 1.788 3.675
C24 4.166 2.723 3.561
C25 3.774 4.072 2.964
C26 3.290 3.889 1.516
H6 -0.149 7.166 -0.595
H7 -1.669 7.662 0.114
H8 -1.297 6.472 2.119
H9 0.344 6.900 1.697
H10 -1.013 4.192 1.559
H11 0.571 4.614 2.163
H12 1.268 5.101 -0.250
H13 -1.185 3.614 -1.227
H14 -0.193 4.786 -2.062
H15 -2.497 5.271 -0.156
H16 -2.138 6.042 -1.687
H17 2.765 1.700 -1.279
H18 4.103 3.380 -2.003
H19 3.160 4.438 -0.987
H20 3.293 5.382 -3.243
H21 1.637 4.935 -2.912
H22 3.640 3.602 -4.766
H23 1.981 4.045 -5.088
H24 3.068 1.540 -3.817
H25 1.672 1.730 -4.853
H26 0.885 1.153 -2.604
H27 0.456 2.822 -2.903
H28 3.016 1.818 0.987
H29 1.138 1.332 2.568
H30 1.198 2.971 3.133
H31 3.244 0.757 3.481
H32 2.550 1.800 4.695
H33 4.924 2.268 2.913
H34 4.638 2.849 4.537
H35 4.617 4.766 2.984
H36 2.984 4.531 3.576
H37 4.165 3.783 0.868
H38 2.782 4.796 1.182



Model b:
C26H38ClKNO2P | the ωB97M-V functional and the def2-TZVPD basis

Summary:
Net charge = 0
Multiplicity = 1
HOMO level = -8.8924 eV
Orbital gap = 8.8 eV

Geometry (Å):
K1 1.024 -0.024 -0.506
Cl1 -6.221 1.971 -5.407
C1 -4.852 1.478 -4.452
C2 -3.800 0.819 -5.068
C3 -2.713 0.430 -4.302
C4 -2.675 0.699 -2.939
C5 -3.742 1.359 -2.343
C6 -4.838 1.752 -3.094
C7 -1.484 0.290 -2.112
O1 -1.480 0.567 -0.896
O2 -0.542 -0.320 -2.714
H1 -3.838 0.617 -6.129
H2 -1.879 -0.090 -4.754
H3 -3.701 1.562 -1.281
H4 -5.674 2.266 -2.639
N1 1.911 0.301 -3.299
C8 3.037 0.546 -3.138
H5 0.881 0.081 -3.271
C9 5.037 5.262 2.495
C10 5.415 4.004 1.724
C11 4.442 2.861 2.056
C12 3.013 3.373 2.355
C13 2.761 4.638 1.528
C14 3.673 5.777 2.013
P1 1.778 2.024 2.045
C15 0.089 2.793 2.131
C16 -0.388 3.355 0.784
C17 -1.911 3.536 0.796
C18 -2.426 4.004 2.169
C19 -1.335 4.754 2.924
C20 -0.185 3.800 3.271
C21 1.804 1.014 3.611
C22 1.936 1.738 4.972
C23 3.345 1.635 5.548
C24 3.726 0.176 5.834
C25 3.073 -0.791 4.833
C26 2.859 -0.106 3.487
H6 5.797 6.037 2.382
H7 4.997 5.026 3.563
H8 6.437 3.693 1.946
H9 5.387 4.222 0.653
H10 4.822 2.308 2.917
H11 4.413 2.153 1.223
H12 2.948 3.653 3.412
H13 1.724 4.960 1.597
H14 2.946 4.417 0.473
H15 3.175 6.320 2.821
H16 3.812 6.493 1.200
H17 -0.536 1.906 2.308
H18 -0.122 2.683 -0.035
H19 0.108 4.304 0.572
H20 -2.371 2.586 0.521
H21 -2.188 4.259 0.025
H22 -2.733 3.141 2.769
H23 -3.316 4.623 2.048
H24 -1.725 5.207 3.838
H25 -0.966 5.578 2.305
H26 -0.442 3.246 4.178
H27 0.712 4.378 3.508
H28 0.823 0.525 3.590
H29 1.238 1.281 5.681
H30 1.636 2.782 4.895
H31 3.420 2.230 6.460
H32 4.055 2.074 4.844
H33 3.426 -0.094 6.850
H34 4.813 0.070 5.796
H35 2.102 -1.125 5.211
H36 3.685 -1.687 4.719
H37 2.536 -0.826 2.731
H38 3.813 0.301 3.135



Energetically preferred structure: model b | next structure: +1.525 eV



Model a:
C3H9O2P | the ωB97M-V functional and the def2-TZVPD basis

Summary:
Net charge = 0
Multiplicity = 1
HOMO level = -9.0374 eV
SMILES = CCC(O)(O)P
Orbital gap = 9.9 eV

Geometry (Å):
C1 -1.505 -0.667 0.105
C2 -0.700 0.319 -0.791
C3 0.651 0.689 -0.073
O1 0.406 1.053 1.242
O2 1.189 1.729 -0.755
P1 2.112 -0.823 0.100
H1 -2.117 -1.387 -0.477
H2 -2.188 -0.083 0.768
H3 -0.770 -1.363 0.652
H4 -1.334 1.258 -0.966
H5 -0.446 -0.101 -1.684
H6 -0.446 0.664 1.482
H7 1.983 1.906 -0.142
H8 1.477 -1.374 1.235
H9 1.687 -1.821 -0.695



Model b:
C3H9O2P | the ωB97M-V functional and the def2-TZVPD basis

Summary:
Net charge = 0
Multiplicity = 1
HOMO level (alpha / beta) = -7.7609 / -7.4546 eV
Orbital gap (alpha / beta) = 8.3 / 8.1 eV

Geometry (Å):
C1 2.002 -0.614 0.123
C2 1.148 0.624 0.038
C3 -1.242 -0.152 0.062
O1 -1.873 -0.128 1.312
O2 -1.110 -1.370 -0.513
P1 -2.065 1.096 -0.942
H1 2.726 -0.427 0.904
H2 2.476 -0.739 -0.921
H3 1.407 -1.459 0.275
H4 0.853 0.924 -0.952
H5 1.463 1.340 0.768
H6 -2.526 -0.859 1.410
H7 -0.421 -1.782 -0.017
H8 -1.883 2.049 0.120
H9 -0.956 1.497 -1.666



Energetically preferred structure: model a | next structure: +2.747 eV